[1]
Computed, not measured: a 12-piece molecular cluster, C9H43NO13 overall, with wB97M-V/def2-TZVPD.

Positions of all 66 atoms, in Å:
C1 3.79 -27.35 1.96
O1 10.81 -22.69 -3.31
H1 8.70 -27.03 2.72
O2 5.59 -19.94 0.91
H2 9.18 -17.19 -3.82
H3 9.49 -25.67 -0.52
O3 9.01 -27.42 0.67
C2 8.29 -27.62 1.90
H4 6.95 -23.05 -3.59
C3 7.37 -25.55 -0.09
H5 6.38 -22.33 -2.03
H6 5.65 -18.59 -4.48
H7 4.55 -19.62 -4.52
H8 4.26 -28.32 2.07
O4 8.49 -18.67 -2.42
H9 9.18 -19.21 -2.04
O5 8.85 -22.56 -5.86
H10 3.85 -26.89 2.95
H11 11.09 -20.59 -1.20
O6 7.82 -20.17 -5.59
O7 4.52 -26.62 0.96
O8 8.93 -25.10 -4.76
C4 8.89 -26.04 0.31
H12 4.82 -28.24 -0.22
H13 11.37 -22.27 -2.67
C5 9.04 -17.47 -2.78
H14 8.27 -20.78 -2.52
H15 8.44 -16.67 -2.34
H16 8.24 -28.68 2.12
H17 7.36 -24.59 -0.60
O9 5.37 -19.37 -4.95
N1 6.81 -26.49 -1.05
H18 7.25 -27.29 1.89
H19 3.53 -27.11 -0.69
C6 4.55 -27.19 -0.31
O10 3.53 -20.61 -2.80
H20 9.37 -25.41 1.06
O11 8.27 -21.74 -2.65
H21 10.05 -17.47 -2.37
H22 8.50 -21.69 -5.65
H23 3.26 -21.53 -2.78
H24 4.63 -23.74 -5.74
H25 2.75 -27.53 1.67
H26 6.26 -19.26 0.92
H27 6.27 -21.51 -3.56
H28 8.82 -22.61 -6.81
H29 6.63 -23.30 -7.79
H30 9.95 -20.68 -0.21
H31 6.92 -19.85 -5.53
H32 8.32 -19.59 -5.02
H33 8.31 -24.40 -4.96
O12 5.79 -23.68 -7.52
H34 6.01 -22.72 -5.85
O13 10.16 -20.40 -1.10
H35 5.73 -20.40 0.08
H36 5.27 -26.73 -2.31
C7 5.34 -26.35 -1.29
C8 5.63 -23.69 -6.16
H37 8.38 -25.86 -4.58
H38 9.92 -22.59 -2.95
C9 6.91 -22.16 -2.97
H39 4.94 -25.34 -1.26
H40 6.42 -24.31 -5.75
H41 3.07 -20.21 -2.07
H42 6.86 -25.45 0.87
H43 6.98 -27.45 -0.80

E_LUMO (spin up / spin down) = 0.08273 / 0.08424 Ha
frontier orbital gap (spin up / spin down) = 2.04 / 8.73 eV
charge = -1
2S+1 = 2

Atom charges from the natural (NBO) analysis, given in e for atoms 1 to 8: -0.25, -0.96, 0.17, -1.03, 0.14, 0.21, -0.54, -0.27

[2]
Computed, not measured: C18H46GaS4SbSi3 as an isolated structure, with wB97M-V/def2-TZVPD.

Positions of all 73 atoms, in Å:
H1 -1.87 2.10 -2.23
H2 -1.93 -0.73 2.42
H3 1.06 -2.60 2.84
C1 -0.61 3.01 2.95
H4 -0.58 5.45 1.36
H5 0.82 -4.99 0.61
C2 -1.99 -1.81 2.41
H6 2.10 -0.02 0.83
C3 -1.04 -1.07 -4.01
H7 3.39 1.18 0.89
H8 1.88 2.77 2.09
S1 -0.35 4.23 -0.67
H9 -3.25 5.10 -0.12
H10 1.59 -4.75 -0.95
Ga1 -0.53 1.10 -0.31
H11 3.79 -2.65 -1.21
H12 -1.13 -2.20 2.95
H13 1.32 -4.16 -3.02
S2 1.71 1.67 -0.73
C4 -3.54 -1.75 -0.25
H14 -3.61 -0.67 -0.11
H15 -1.04 0.02 -3.89
H16 -2.88 -2.10 2.97
H17 0.30 -3.92 -4.42
Si1 -2.09 -2.48 0.67
H18 -3.03 -4.73 0.87
C5 0.39 -3.72 -3.36
Sb1 0.07 -1.55 -0.47
C6 3.65 -2.23 -0.22
C7 -2.11 3.28 2.94
H19 -2.96 1.56 -0.94
H20 4.50 -2.54 0.39
C8 1.68 1.70 2.08
H21 2.82 -1.57 -3.03
H22 2.11 -0.97 -4.52
H23 -3.00 5.71 1.51
H24 2.55 -5.23 0.43
C9 2.31 1.05 0.87
H25 -0.04 3.82 2.50
Si2 2.08 -2.85 0.57
H26 -0.30 2.89 3.99
C10 -2.05 -4.34 0.59
H27 2.61 -3.43 2.87
C11 2.07 -2.60 2.42
H28 -3.51 -1.96 -1.31
C12 -1.17 5.40 0.45
C13 -2.07 1.32 -1.51
H29 -2.21 0.37 -2.02
H30 -2.02 -1.45 -3.73
H31 1.41 4.41 0.95
H32 2.57 -1.68 2.72
H33 -4.47 -2.18 0.14
H34 2.40 3.60 -1.84
H35 -0.44 -4.22 -2.86
H36 -1.83 -4.70 -0.40
H37 3.27 3.44 -0.32
C14 1.37 4.45 -0.14
H38 -2.31 4.21 3.47
H39 1.98 -0.02 -3.05
Si3 0.35 -1.88 -3.08
C15 1.71 -4.61 0.12
H40 -2.63 2.48 3.47
H41 -0.90 -1.28 -5.07
H42 2.10 1.27 2.99
C16 2.28 3.40 -0.78
C17 -2.61 5.01 0.76
S3 -2.90 3.32 1.32
S4 -0.12 1.46 2.11
H43 3.69 -1.14 -0.31
H44 1.70 5.44 -0.46
C18 1.97 -1.03 -3.45
H45 -1.15 6.39 -0.01
H46 -1.33 -4.75 1.29

E_LUMO = -0.18974 Ha
relative energy (zero: lowest compared OMol25 entry of this formula, charge and spin) = 36.23 kJ/mol
frontier orbital gap = 8.80 eV
charge = +2

Atom charges from the Löwdin analysis, given in e for atoms 1 to 8: 0.02, -0.01, 0.01, -0.44, 0.07, 0.02, -0.21, -0.02

[3]
Computed, not measured: a 2-piece molecular cluster, C2H9NS overall, with wB97M-V/def2-TZVPD.

Positions of all 13 atoms, in Å:
H1 -1.10 -6.64 -3.37
H2 -0.15 4.00 1.03
H3 -0.70 -5.10 -3.06
H4 0.41 -5.98 -3.59
H5 0.96 3.40 -0.26
S1 0.04 1.58 1.04
C1 0.40 2.03 2.74
H6 1.47 2.24 2.81
H7 0.29 1.11 3.33
H8 -0.84 3.19 -0.40
C2 0.02 3.25 0.26
N1 -0.59 -5.85 -3.75
H9 -0.20 2.78 3.21

E_LUMO = 0.03681 Ha
relative energy (zero: lowest compared OMol25 entry of this formula, charge and spin) = 33.70 kJ/mol
frontier orbital gap = 9.50 eV
SMILES = CSC.N

Atom charges from the natural (NBO) analysis, given in e for atoms 1 to 8: 0.36, 0.22, 0.35, 0.35, 0.22, 0.17, -0.75, 0.21

[4]
Computed, not measured: a 5-piece molecular cluster, C22H37NO14 overall, with wB97M-V/def2-TZVPD.

Positions of all 74 atoms, in Å:
C1 -2.78 0.07 2.43
C2 3.74 2.95 2.82
H1 -2.85 2.38 -3.96
O1 -7.46 0.23 -1.45
C3 8.86 -3.70 1.03
C4 6.01 -3.96 -2.89
H2 -11.21 0.51 0.41
H3 -0.63 2.85 -4.34
H4 1.52 3.58 -0.19
C5 -5.81 1.71 -2.23
H5 4.74 -5.41 -3.87
C6 -0.79 2.36 -3.38
H6 2.38 -0.95 -0.99
C7 0.24 -0.33 3.68
O2 7.66 -3.58 0.28
C8 7.64 -3.71 -1.05
C9 3.25 4.29 2.70
C10 -6.09 0.30 -1.72
H7 -2.67 1.15 -2.90
H8 -0.36 -0.35 1.68
C11 3.53 1.91 1.86
H9 -5.73 2.48 -1.47
C12 4.91 -4.96 -2.89
O3 -9.31 0.42 -0.33
H10 9.44 -2.78 0.97
C13 -10.18 0.56 0.78
H11 -5.49 -0.03 2.00
C14 1.62 -1.59 -1.43
N1 4.19 0.60 2.00
H12 4.92 -5.77 -2.16
H13 0.34 1.20 2.15
H14 -5.69 0.49 3.56
O4 1.03 -0.72 -2.42
H15 -0.35 3.10 -2.70
C15 -4.96 -0.05 2.95
H16 -5.89 -0.41 -2.53
O5 4.08 -0.15 1.03
O6 8.64 -3.85 -1.69
H17 -4.86 1.87 -2.74
C16 2.53 4.54 1.50
C17 -0.37 0.42 2.45
H18 -10.01 -0.26 1.47
H19 -2.64 2.96 -2.37
O7 -2.75 -1.06 1.88
O8 0.25 0.95 -0.93
H20 2.07 5.48 1.23
H21 0.96 -1.87 -0.61
C18 -7.98 0.39 -0.21
H22 -5.44 -0.01 -0.90
H23 9.50 -4.45 0.58
H24 -0.43 -1.16 3.89
C19 -2.30 2.17 -3.04
H25 -9.81 1.47 1.26
O9 -3.72 0.64 3.06
O10 4.74 0.36 3.11
H26 0.27 0.35 4.53
H27 4.31 2.77 3.73
O11 -1.67 0.90 2.67
H28 3.29 4.98 3.53
H29 2.37 1.42 0.13
H30 8.71 -3.85 2.10
O12 6.30 -3.58 -1.52
C20 2.68 2.23 0.78
H31 1.20 -0.81 3.56
H32 2.00 -2.49 -1.92
H33 -4.88 -1.03 3.41
O13 -0.09 1.07 -3.23
H34 6.90 -4.38 -3.35
H35 -6.52 1.96 -3.03
C21 0.37 0.52 -2.13
C22 2.14 3.46 0.69
O14 -7.36 0.58 0.82
H36 5.73 -3.02 -3.37
H37 4.03 -4.34 -2.72

E_LUMO (spin up / spin down) = -0.20280 / -0.33602 Ha
frontier orbital gap (spin up / spin down) = 6.77 / 3.15 eV
charge = +1
2S+1 = 2

Atom charges from the Löwdin analysis, given in e for atoms 1 to 8: -0.54, 0.14, 0.07, 0.02, -0.05, -0.23, 0.10, 0.12

[5]
Computed, not measured: I3PS as an isolated structure, with wB97M-V/def2-TZVPD.

Positions of all 5 atoms, in Å:
I1 1.45 2.30 -0.83
S1 -0.16 -1.60 -1.26
I2 -0.97 1.65 2.26
I3 1.80 -0.71 1.67
P1 0.18 0.45 0.26

E_LUMO (spin up / spin down) = -0.11548 / -0.10392 Ha
relative energy (zero: lowest compared OMol25 entry of this formula, charge and spin) = 219.42 kJ/mol
frontier orbital gap (spin up / spin down) = 6.31 / 5.95 eV

Charges computed using natural (NBO), reported in e: 0.02, -0.20, -0.04, 0.02, 0.20

[6]
Computed, not measured: a 2-piece molecular cluster, C4H13NOSi overall, with wB97M-V/def2-TZVPD.

Positions of all 20 atoms, in Å:
H1 -0.20 0.93 2.01
H2 0.87 2.12 1.14
H3 -1.86 -0.24 -1.98
C1 1.36 -1.72 0.18
C2 0.82 1.09 1.52
H4 2.37 -2.19 0.15
O1 -0.83 0.99 -0.93
H5 -2.77 1.21 -1.12
H6 -1.85 -0.07 1.11
H7 1.50 0.90 2.43
H8 0.74 -2.13 0.92
C3 -1.98 0.33 -1.03
Si1 1.25 0.11 0.01
H9 2.16 1.94 -1.08
H10 -1.79 -1.56 -0.01
C4 -2.29 -0.55 0.19
N1 2.22 0.90 -1.12
H11 -3.36 -0.73 0.17
H12 2.78 0.61 -1.87
H13 0.86 -1.93 -0.70

E_LUMO = 0.01843 Ha
relative energy (zero: lowest compared OMol25 entry of this formula, charge and spin) = 236.18 kJ/mol
frontier orbital gap = 8.15 eV

Atom charges from the natural (NBO) analysis, given in e for atoms 1 to 8: 0.27, 0.25, 0.13, -1.18, -1.19, 0.26, -0.86, 0.13

Number 1: F_max 3.5 eV/A, electronic energy -38133.7258 eV. Number 2: F_max 0.8 eV/A, electronic energy -145290.1349 eV. Number 3: F_max 1.6 eV/A, electronic energy -14544.9442 eV. Number 4: F_max 5.7 eV/A, electronic energy -53553.8844 eV. Number 5: F_max 2.2 eV/A, electronic energy -44424.8311 eV. Number 6: F_max 5.4 eV/A, electronic energy -15772.8858 eV.